No. 1
A structure of composition C32H44Br2N6OPPbSSe2Te2 at a distorted geometry, computed with wB97M-V/def2-TZVPD.

The energy relative to the best compared isomer or geometry (same formula, charge and spin) comes out at 43.8 kcal per mole. The charge is +1. The value obtained for the HOMO-LUMO gap (alpha / beta) is 4.303 / 4.301 eV.

Last column: Löwdin charge in e.
CARTESIAN COORDINATES (ANGSTROEM)
H: -0.12 2.75 -4.11  0.0563
C: 2.78 -3.82 -0.29  0.0202
H: 6.15 2.87 -2.61  0.0919
C: -4.47 3.16 -0.85  -0.0494
H: -3.16 -0.36 1.49  0.0796
C: -3.02 -3.17 3.34  -0.6824
H: 0.00 5.39 -1.87  0.0927
C: 3.23 -4.22 -2.60  -0.6654
N: 1.97 -1.58 0.33  -0.1215
H: 3.70 5.35 -1.70  0.0652
H: -1.41 -4.79 -2.42  0.1107
H: 5.54 0.61 -1.47  0.0945
H: 3.80 0.97 -4.50  0.0605
H: -4.87 -2.86 -0.81  0.0995
Te: 1.89 3.02 3.42  0.3982
N: -3.91 -0.38 -1.16  0.0280
C: 2.00 2.15 -4.07  -0.5864
H: 0.18 1.13 -3.47  0.0237
N: -4.53 1.71 -0.92  -0.1246
H: -5.86 -1.23 -0.71  0.1133
H: 2.42 0.03 -3.92  0.0539
C: -0.90 -2.37 2.64  -0.1254
H: 2.91 -2.59 -3.96  0.1066
H: 3.94 2.50 0.27  0.0307
H: -4.22 3.57 -1.82  0.0921
C: 0.50 1.86 -4.21  -0.1150
C: 2.39 3.30 -5.00  -0.0744
H: 2.94 5.29 -3.30  0.0639
C: -5.26 -0.35 -0.81  -0.0339
O: 2.11 -1.86 1.50  -0.0975
H: -4.67 -1.98 2.64  0.1039
N: 1.56 1.42 -1.35  -0.4590
Te: -0.71 3.74 3.42  0.3440
H: -5.44 3.53 -0.52  0.0990
H: 2.14 3.01 -6.03  0.0927
H: -0.43 -2.52 -2.74  0.1039
C: -3.60 -2.12 2.65  -0.1042
N: -2.01 -1.52 -1.93  0.1070
H: 1.85 4.22 -4.78  0.0603
H: 3.46 3.51 -4.97  0.0679
H: -3.70 3.45 -0.14  0.0122
H: 4.56 3.97 -0.53  0.0636
C: -1.95 -3.90 -2.12  -0.0444
C: -3.21 -3.98 -1.55  -0.0419
Br: -4.11 -4.41 4.26  0.7699
C: -2.76 -1.23 1.99  -0.1629
Se: -1.74 2.54 1.61  -0.1300
H: -3.69 -4.93 -1.38  0.1177
H: 0.31 1.44 -5.20  0.0916
C: 2.75 5.35 -2.23  -0.0734
H: -1.16 -4.09 3.90  0.1068
Br: 3.79 -5.38 -3.98  0.7992
H: 5.62 2.60 -0.28  0.0927
Pb: 0.10 0.41 -0.16  0.7949
P: 2.34 2.46 -2.21  0.8811
H: 4.29 0.22 -2.65  0.0526
C: 2.86 -2.91 -2.93  -0.1064
C: -1.64 -3.30 3.35  -0.0935
H: -6.59 1.34 -0.43  0.1328
H: 5.07 2.37 -3.90  0.0635
C: -1.40 -2.65 -2.28  -0.1214
H: 2.73 -4.15 0.74  0.1231
H: 2.16 -1.03 -2.12  0.0680
C: 2.45 -2.06 -1.93  -0.0287
C: 1.68 4.30 -0.22  -0.1328
H: -0.26 3.66 -2.07  0.0195
C: -3.46 0.93 -1.23  -0.6716
H: 0.43 4.64 -3.39  0.0670
H: 1.03 3.50 0.13  0.0096
C: 4.49 0.77 -1.74  -0.0992
H: 3.87 0.37 -0.94  0.0509
H: 4.86 3.95 -3.13  0.0654
C: 5.11 2.90 -2.95  -0.0746
C: -3.87 -2.81 -1.22  0.0004
C: 2.72 0.88 -4.53  -0.0907
H: 2.27 6.31 -2.03  0.0926
C: 4.22 2.27 -1.88  -0.5906
H: 0.18 -2.44 2.62  0.0887
H: 2.63 4.23 0.29  0.0428
C: 0.41 4.49 -2.32  -0.0924
N: -1.43 -1.36 1.95  0.0225
H: 1.22 5.26 0.06  0.0932
H: 3.45 -5.70 -1.06  0.1101
C: 3.18 -4.68 -1.29  -0.1011
C: -3.23 -1.59 -1.44  -0.2658
C: 4.59 2.89 -0.52  -0.0967
S: -2.00 1.65 -1.68  0.5685
Se: 2.02 1.01 2.11  -0.0262
C: 2.41 -2.51 -0.60  -0.2543
C: 1.81 4.24 -1.75  -0.5900
H: 2.44 0.67 -5.56  0.0930
C: -5.63 0.93 -0.67  -0.0267

---

No. 2
The molecule C5H8N4O at a distorted geometry, computed with wB97M-V/def2-TZVPD.

The energy relative to the best compared isomer or geometry (same formula, charge and spin) comes out at 162.4 kcal per mole. The value obtained for the HOMO-LUMO gap is 8.396 eV.

Last column: Löwdin charge in e.
CARTESIAN COORDINATES (ANGSTROEM)
C: 0.35 1.59 -0.56  -0.1789
N: -1.39 -1.90 -0.15  0.1152
C: -0.06 -1.44 -0.48  -0.1740
H: 0.45 -0.98 1.37  0.0961
H: -0.11 2.53 -0.12  0.1318
H: 0.79 1.81 -1.54  0.1111
C: 1.90 -0.23 0.18  -0.2156
H: 0.83 1.06 1.42  0.1275
N: 1.38 1.06 0.51  -0.0314
C: -2.12 -0.90 0.10  -0.1209
N: 0.89 -1.30 0.53  0.0053
N: -1.78 0.47 -0.09  -0.3133
C: -0.69 0.62 -0.80  -0.0213
H: 2.84 -0.39 0.70  0.1128
H: 0.37 -2.01 -1.25  0.1070
H: -3.25 -1.00 0.48  0.1784
H: 2.03 -0.25 -0.87  0.1057
O: -2.43 1.26 0.56  -0.0351

---

No. 3
The molecule C3H3N at a distorted geometry, computed with wB97M-V/def2-TZVPD.

The energy relative to the best compared isomer or geometry (same formula, charge and spin) comes out at 2.0 kcal per mole. The value obtained for the HOMO-LUMO gap is 10.963 eV.

Last column: Löwdin charge in e.
CARTESIAN COORDINATES (ANGSTROEM)
N: 1.92 -0.21 -0.01  0.1354
H: -1.44 -1.43 0.07  0.0857
C: 0.77 0.05 0.01  -0.2332
H: -2.63 0.01 -0.06  0.0617
C: -1.62 -0.34 -0.01  0.0338
C: -0.60 0.51 0.00  -0.1790
H: -0.65 1.58 0.03  0.0956

---

No. 4
A structure of composition C23H30Br3Cl3O21 at a distorted geometry, computed with wB97M-V/def2-TZVPD.

The value obtained for the HOMO-LUMO gap is 9.719 eV.

Last column: Löwdin charge in e.
CARTESIAN COORDINATES (ANGSTROEM)
H: -0.98 -0.96 3.14  0.1124
H: 3.31 4.72 3.55  0.1254
H: -1.21 -3.57 -4.60  0.1293
O: 6.75 -2.24 1.33  0.0765
O: 0.77 -0.42 4.16  0.0716
C: -0.32 -2.98 -4.39  -0.1180
H: -5.05 0.92 -3.34  0.0135
H: -0.50 -1.41 -1.30  0.0438
C: -0.02 -0.43 -1.40  -0.1324
Br: -2.82 -5.36 2.21  0.5565
C: 6.43 -1.28 2.20  -0.6948
H: 4.43 2.48 1.91  0.1239
O: -4.61 0.86 2.39  0.0830
Cl: -4.18 -0.90 -2.18  0.5750
O: -2.98 6.40 -2.29  0.1696
C: -2.57 5.49 -1.66  -0.5801
H: -0.19 -3.06 -3.30  0.1131
H: -0.58 -1.98 4.46  0.1256
C: 0.30 0.15 -0.01  -0.0927
H: -2.84 3.03 -0.01  0.1044
C: 5.13 -0.86 0.42  -0.0985
H: -5.28 -2.07 1.57  0.0933
O: 1.96 -1.59 2.66  0.0416
C: -5.18 -1.08 1.15  -0.1321
O: 5.64 -0.37 1.66  0.0752
C: -1.08 3.96 -0.86  -0.0977
C: -4.10 0.42 -3.34  -1.5025
H: 0.03 -0.53 0.79  0.1009
C: 0.73 -2.36 2.78  -0.0737
C: 1.56 3.11 1.87  -0.5801
C: -0.41 -1.52 -4.90  -0.0987
C: -3.53 0.41 1.72  -0.6107
H: 0.11 -0.85 -4.22  0.1133
H: -2.52 -5.71 -0.25  -0.0204
C: -5.72 0.00 2.16  -0.0925
H: -0.75 0.20 -1.89  0.0736
H: 0.90 -3.28 3.32  0.1281
C: 6.08 -2.02 0.10  -0.1231
O: 3.16 0.61 -1.69  0.1929
O: 6.81 -1.27 3.24  0.2572
O: 2.86 0.25 3.63  0.1728
Br: -1.86 -3.29 0.04  0.6428
O: -3.08 5.08 -0.46  0.0630
O: 1.73 0.25 -0.03  0.0693
O: 0.87 -3.45 -5.01  0.0588
H: 5.55 -2.92 -0.22  0.1254
C: 2.15 0.17 -1.30  -0.5857
H: -5.66 -0.97 0.18  0.0851
H: -0.21 1.08 0.22  0.0949
Cl: -2.85 1.60 -2.97  0.6201
O: -3.80 -0.74 1.07  -0.0250
C: -0.12 -1.39 3.66  -0.1318
H: 4.12 -1.26 0.56  0.1210
H: -6.66 0.45 1.87  0.1278
H: -2.04 4.15 1.06  0.1297
H: -5.88 -0.55 3.09  0.1272
C: 3.83 3.39 1.92  -0.0733
H: 5.10 -0.05 -0.29  0.1178
O: 0.48 2.86 1.45  0.1372
Cl: -3.86 -0.24 -4.97  0.5596
C: 1.04 -2.75 -6.16  -0.5961
O: 1.73 -3.08 -7.03  0.2047
C: -2.33 3.99 0.03  -0.1347
O: -1.54 4.71 -2.03  0.0305
H: -0.81 3.00 -1.27  0.0966
Br: -4.79 -4.60 -0.12  0.5911
O: 0.27 -1.64 -6.16  0.0672
C: 3.25 3.65 3.33  -0.0694
C: 1.96 -0.51 3.48  -0.5353
H: 0.37 -2.43 1.76  0.0603
H: -1.46 -1.32 -5.08  0.0634
C: -2.92 -4.89 0.32  -1.5455
H: -0.20 4.46 -0.47  0.1209
H: 4.41 4.22 1.54  0.1255
O: 2.66 3.13 1.10  0.0659
O: 1.21 -0.38 -2.09  0.0659
O: 1.85 3.30 3.17  0.0587
H: 3.66 2.98 4.07  0.1245
H: 6.76 -1.84 -0.73  0.1277
O: -2.50 0.94 1.69  0.1898